ORCA calculation (ωB97M-V with the def2-TZVPD basis set) on a molecular structure, C20H21AsF3N7OS2Tc.

Geometry as ORCA input:
```
! wB97M-V def2-TZVPD RIJCOSX def2/J DEFGRID3
* xyz 2 2
Tc -0.4128 -0.0027 0.4114
C -0.3105 1.0796 5.3745
N 0.7933 1.2025 4.4185
C 1.9012 2.0136 4.5753
C 2.6591 1.8778 3.4699
N 2.0085 0.9726 2.6353
C 0.8563 0.5814 3.2400
S -0.3768 -0.4703 2.6462
C 2.5785 0.5223 1.4033
C 3.9574 0.4038 1.3397
C 4.5455 0.1344 0.1168
C 3.7326 -0.0128 -0.9988
C 2.3669 0.0531 -0.8252
N 1.7836 0.3070 0.3575
H -0.0562 1.6620 6.2545
H -0.4406 0.0371 5.6533
H -1.2246 1.4631 4.9270
H 2.0432 2.6214 5.4512
H 3.5746 2.3630 3.1865
H 4.5559 0.5139 2.2319
H 5.6206 0.0468 0.0400
H 4.1442 -0.1887 -1.9817
H 1.6906 -0.0971 -1.6541
F -0.3695 5.1297 -1.1921
C -1.5976 4.6281 -1.3924
F -2.2393 5.4157 -2.2490
F -2.2444 4.6606 -0.2189
C -1.5047 3.2105 -1.9111
C -1.8932 2.8789 -3.1984
C -1.7936 1.5612 -3.6330
C -1.2985 0.6122 -2.7635
N -0.8947 0.9326 -1.5310
C -1.0046 2.1979 -1.1055
S -0.4751 2.2702 0.5739
H -2.2841 3.6460 -3.8532
H -2.1032 1.2780 -4.6280
H -1.2209 -0.4294 -3.0485
N -5.3517 -1.3643 -2.2835
C -5.0113 -1.3163 -1.1827
N -4.5828 -1.2481 0.0890
C -3.4058 -0.8565 0.2570
N -2.2958 -0.4871 0.4188
C -2.1061 -3.2439 -1.4891
As -0.2299 -3.1209 -1.1702
C 0.3218 -4.5521 -0.0423
C 0.7244 -3.2018 -2.8209
O 0.2617 -1.6955 -0.3578
H -2.2840 -4.1590 -2.0554
H -2.4630 -2.3926 -2.0665
H -2.6303 -3.3053 -0.5379
H 0.0246 -5.5004 -0.4891
H -0.1607 -4.4342 0.9266
H 1.4031 -4.5189 0.0752
H 0.5855 -4.1910 -3.2570
H 1.7819 -3.0372 -2.6213
H 0.3513 -2.4509 -3.5150
*
```

Calculated values
Orbital gap (alpha / beta) in Eh: 0.2263 / 0.2486
E in eV: -126406.1259
ΔE to the lowest compared entry with this formula, charge and spin in kJ/mol: 10.08
LUMO (alpha / beta) in eV: -7.97 / -7.57

Here are the Löwdin charges for atoms 1 to 6, given in e: atom 1 (Tc): 1.0457, atom 2 (C): 0.0135, atom 3 (N): -0.0926, atom 4 (C): 0.0186, atom 5 (C): 0.0083, atom 6 (N): 0.0155

***

ORCA calculation (ωB97M-V with the def2-TZVPD basis set) on a molecular structure, C20H21BF6N15NaO6S2.

Geometry as ORCA input:
```
! wB97M-V def2-TZVPD RIJCOSX def2/J DEFGRID3
* xyz -2 1
Na -0.1256 -0.5820 -0.1143
C 3.5485 -2.5952 2.3412
C 3.0611 -1.7521 1.3295
N 1.7465 -1.6080 1.4228
N 1.3567 -2.3476 2.4767
C 2.4182 -2.9492 3.0472
B -0.1131 -2.4724 2.9476
N -0.7145 -1.0966 3.2729
C -1.2078 -0.6797 4.4560
C -1.7025 0.5965 4.2863
C -1.4591 0.8764 2.9294
N -0.8661 -0.1439 2.3342
N -0.9871 -3.2021 1.9082
C -1.5846 -4.4002 2.0591
C -2.3362 -4.6527 0.9319
C -2.1308 -3.5162 0.1312
N -1.3208 -2.6549 0.7248
H 4.5650 -2.9013 2.5230
H 3.5980 -1.2446 0.5422
H 2.2814 -3.5844 3.9067
H -0.1028 -3.1400 3.9591
H -1.1696 -1.3257 5.3178
H -2.1723 1.2264 5.0230
H -1.6741 1.7646 2.3555
H -1.4318 -4.9718 2.9599
H -2.9483 -5.5129 0.7210
H -2.5489 -3.2805 -0.8353
F 1.5206 1.1990 -4.2729
C 2.6014 1.3977 -3.5214
F 2.7542 2.7139 -3.3465
F 3.6679 0.9454 -4.1916
S 2.4449 0.5598 -1.8738
O 1.0475 0.6934 -1.5577
O 3.4300 1.2157 -1.0700
N 2.8747 -0.9250 -2.1435
S 1.7959 -1.9996 -2.5659
O 0.8664 -2.3158 -1.5177
O 1.2880 -1.8516 -3.9011
C 2.9246 -3.4543 -2.6560
F 3.8481 -3.2945 -3.6104
F 2.1989 -4.5362 -2.9640
F 3.5454 -3.6807 -1.5024
N -1.6217 -0.3222 -2.4844
N -2.8473 -0.3188 -3.1998
C -4.0718 -0.3433 -2.4397
O -5.0360 -0.8370 -3.0537
O -4.0376 0.1594 -1.2894
H -0.9088 0.1141 -3.0564
H -1.3238 -1.2860 -2.3427
H -2.9014 -1.0153 -3.9300
N -2.9228 2.5164 -1.5057
C -1.9413 3.3160 -1.1471
N -1.9426 4.5728 -1.6630
C -0.9254 5.3213 -1.2906
N -0.8628 6.5955 -1.8183
N 0.0691 4.9747 -0.4708
C -0.0331 3.7160 -0.0146
N -0.9868 2.8588 -0.2934
C 1.0546 3.2876 0.9282
C 2.0158 4.2107 1.3367
C 3.0037 3.7955 2.2120
C 2.9967 2.4835 2.6550
C 1.9979 1.6393 2.1902
N 1.0557 2.0252 1.3412
H -3.6019 2.8957 -2.1420
H -3.0814 1.5183 -1.2311
H -1.7416 6.9468 -2.1584
H -0.2964 7.2347 -1.2875
H 1.9693 5.2201 0.9577
H 3.7696 4.4886 2.5409
H 3.7483 2.1086 3.3377
H 1.9483 0.6024 2.5016
*
```

Calculated values
Orbital gap in Eh: 0.2574
E in eV: -98793.3403
ΔE to the lowest compared entry with this formula, charge and spin in kJ/mol: 88.02
LUMO in eV: 3.91

Here are the Löwdin charges for atoms 1 to 6, given in e: atom 1 (Na): 0.2387, atom 2 (C): -0.0855, atom 3 (C): -0.1680, atom 4 (N): 0.0742, atom 5 (N): -0.0297, atom 6 (C): -0.1125

***

ORCA calculation (ωB97M-V with the def2-TZVPD basis set) on a molecular structure, C20H21BF6N15NaO6S2 in a non-equilibrium geometry.

Geometry as ORCA input:
```
! wB97M-V def2-TZVPD RIJCOSX def2/J DEFGRID3
* xyz -2 1
Na 0.9938 -0.2537 0.4940
C -1.6929 2.7974 -2.8751
C -0.7784 1.7335 -2.7755
N 0.0387 1.8932 -1.7478
N -0.3185 3.0555 -1.1657
C -1.3594 3.6144 -1.8156
B 0.3442 3.6278 0.1109
N 1.8655 3.4186 0.1164
C 2.8064 4.3738 0.2607
C 4.0393 3.7599 0.2839
C 3.7379 2.3909 0.1452
N 2.4327 2.1991 0.0468
N -0.2811 3.0077 1.3934
C -1.1095 3.6173 2.2618
C -1.4155 2.7206 3.2659
C -0.7010 1.5627 2.9118
N -0.0261 1.7455 1.7851
H -2.4808 2.9427 -3.5957
H -0.6957 0.8480 -3.3882
H -1.7755 4.5539 -1.4891
H 0.1148 4.8200 0.1440
H 2.5301 5.4126 0.3408
H 5.0048 4.2260 0.3910
H 4.4029 1.5389 0.1301
H -1.4114 4.6409 2.1092
H -2.0402 2.8834 4.1287
H -0.6520 0.6140 3.4227
F 3.3323 -3.4510 1.9660
C 3.6587 -2.5842 2.9027
F 3.6807 -3.2464 4.0784
F 4.8745 -2.0983 2.6946
S 2.4257 -1.2166 3.0870
O 2.4024 -0.3986 1.9079
O 2.8475 -0.6093 4.3161
N 1.1130 -2.0738 3.3300
S 0.0065 -2.4481 2.2752
O -0.4690 -1.3579 1.4520
O 0.1434 -3.7447 1.6809
C -1.3565 -2.6850 3.4864
F -2.4812 -2.9822 2.8245
F -1.0934 -3.6899 4.3252
F -1.5848 -1.5876 4.2109
N 2.7411 0.2109 -2.6462
N 3.6708 -0.6657 -2.0302
C 3.3336 -1.3634 -0.8335
O 4.2826 -1.7444 -0.1367
O 2.0895 -1.5655 -0.6615
H 1.9607 -0.3640 -2.9438
H 2.3401 0.8404 -1.9489
H 4.5891 -0.2550 -1.9705
N 1.0546 -2.4743 -2.4642
C -0.2773 -2.6008 -2.5930
N -0.7824 -3.5595 -3.3897
C -2.1165 -3.5943 -3.4050
N -2.6977 -4.5257 -4.2353
N -2.9509 -2.8232 -2.6995
C -2.3094 -1.9046 -1.9659
N -1.0128 -1.7404 -1.8936
C -3.0967 -0.9847 -1.0971
C -4.4449 -1.1691 -0.8278
C -5.0498 -0.2950 0.0628
C -4.2880 0.7216 0.6257
C -2.9489 0.8284 0.2554
N -2.3731 -0.0134 -0.5905
H 1.6309 -3.1888 -2.8690
H 1.4100 -1.9299 -1.6704
H -2.0831 -5.2689 -4.5210
H -3.6405 -4.7793 -3.9964
H -4.9799 -1.9811 -1.2984
H -6.0962 -0.4127 0.3197
H -4.7050 1.4156 1.3439
H -2.3227 1.6161 0.6528
*
```

Calculated values
Orbital gap in Eh: 0.2642
E in eV: -98792.2288
ΔE to the lowest compared entry with this formula, charge and spin in kJ/mol: 195.27
LUMO in eV: 3.95

Here are the Löwdin charges for atoms 1 to 6, given in e: atom 1 (Na): 0.2087, atom 2 (C): -0.0980, atom 3 (C): -0.1884, atom 4 (N): 0.0888, atom 5 (N): -0.0402, atom 6 (C): -0.1276

***

ORCA calculation (ωB97M-V with the def2-TZVPD basis set) on a single C20H21BN2O5 molecule in a non-equilibrium geometry.

Geometry as ORCA input:
```
! wB97M-V def2-TZVPD RIJCOSX def2/J DEFGRID3
* xyz 0 1
C 0.7052 -3.2836 -3.1284
C -0.3349 -3.2061 -2.0685
O -0.9423 -4.2431 -1.7964
N -0.4992 -2.0297 -1.3876
C -1.5024 -1.7848 -0.3342
C -2.4720 -2.6569 0.0231
C -3.2264 -2.4332 1.1381
C -3.2461 -1.1097 1.6502
C -2.4279 -0.1892 1.1554
C -2.5050 1.1958 1.7809
C -1.2601 2.0184 1.5916
O -0.5261 2.0516 2.5660
N -0.9449 2.4954 0.3108
C 0.1550 3.3590 -0.0332
C 1.3710 2.7795 0.5732
C 1.6860 1.3917 0.1048
C 1.8679 1.0842 -1.2087
O 2.0897 -0.2855 -1.3999
C 2.1149 -0.9345 -0.1589
C 2.2723 -2.2380 0.3259
C 2.2757 -2.3744 1.7219
C 2.1561 -1.2241 2.5761
C 2.0080 -0.0175 2.0970
C 2.0266 0.1385 0.7339
B 0.2783 3.9557 -1.4837
O 0.7113 5.2405 -1.6336
O 0.2124 3.1647 -2.6303
C -1.4152 -0.5044 0.2903
H 0.2602 -2.8932 -4.0375
H 0.8841 -4.2936 -3.4582
H 1.7470 -2.8448 -2.8987
H 0.1330 -1.3116 -1.6143
H -2.5354 -3.6402 -0.5075
H -3.8173 -3.2069 1.5643
H -3.9976 -0.8277 2.3960
H -2.6447 1.0385 2.8121
H -3.3552 1.7003 1.2580
H -1.5093 2.2327 -0.5409
H -0.0076 4.3943 0.3225
H 1.2456 2.8422 1.6594
H 2.1324 3.5554 0.3939
H 1.7069 1.8054 -1.9526
H 2.6376 -3.0172 -0.2113
H 2.3898 -3.3540 2.1883
H 2.4182 -1.3676 3.6267
H 1.7969 0.7783 2.7704
H 0.7802 5.5413 -2.5338
H -0.1432 2.2741 -2.5635
H -0.7489 0.2338 -0.0493
*
```

Calculated values
Orbital gap in Eh: 0.3145
E in eV: -34975.8214
SMILES: CC(=O)Nc1cccc(CC(=O)N[C@@H](Cc2coc3ccccc23)B(O)O)c1
ΔE to the lowest compared entry with this formula, charge and spin in kJ/mol: 266.05
LUMO in eV: 0.04

Here are the Löwdin charges for atoms 1 to 6, given in e: atom 1 (C): -0.0097, atom 2 (C): -0.5151, atom 3 (O): 0.0294, atom 4 (N): 0.1495, atom 5 (C): -0.1458, atom 6 (C): -0.0472